Record 1
This record from OMol25 describes a cluster of 2 separate species, C9H14O in total in a non-equilibrium geometry. The level of theory is ωB97M-V/def2-TZVPD.

```
! RIJCOSX wB97M-V def2-TZVPD def2/J DEFGRID3
* xyz 0 1
C -1.64918 2.29813 -0.66226
C -1.23245 0.93501 -0.30540
C -0.16547 0.22884 -0.97322
C 0.11785 -1.06628 -0.62950
C -0.40942 -1.65761 0.50849
O -0.01399 -2.85279 1.12881
C -1.30049 -1.00090 1.31180
C -1.73054 0.27861 0.89513
H -2.56151 2.36851 -1.28683
H -1.02745 3.04350 -1.21897
H -1.74646 2.94058 0.26147
H 0.35003 0.68281 -1.70481
H 0.87230 -1.60035 -1.19413
H 0.76590 -3.27612 0.65099
H -1.76516 -1.45844 2.22664
H -2.55718 0.79693 1.24402
C 2.23311 1.39799 0.05256
C 2.91421 0.76692 -1.10068
H 1.20152 1.73664 -0.02591
H 1.97308 0.77355 0.93116
H 2.81308 2.42947 0.26402
H 3.54894 0.05669 -0.39141
H 3.34814 1.28681 -1.92756
H 2.23097 -0.04250 -1.44072
*
```

Calculated values
Energy: -426.47530 Ha
ΔE to the lowest compared entry with this formula, charge and spin: 61.2 kcal per mole
Gap between HOMO and LUMO: 9.11 eV

Here are the Mulliken charges for atoms 1 to 5, given in e: C -1.4416; C 0.4425; C -0.9985; C -0.7613; C 0.9897

Record 2
This record from OMol25 describes a cluster of 2 separate species, C9H14O in total in a non-equilibrium geometry. The level of theory is ωB97M-V/def2-TZVPD.

```
! RIJCOSX wB97M-V def2-TZVPD def2/J DEFGRID3
* xyz 0 1
C -2.91748 0.53732 0.24337
C -1.43866 0.93713 0.21800
C -0.80788 0.71884 1.47683
C 0.53510 1.04759 1.57529
C 1.18189 1.50098 0.43275
O 2.53757 1.63112 0.60747
C 0.57473 1.67001 -0.78936
C -0.85189 1.55080 -0.87316
H -3.38059 0.80333 1.23948
H -2.98614 -0.54764 0.10121
H -3.39299 1.17125 -0.49230
H -1.11908 0.18614 2.35003
H 0.84987 1.49329 2.51537
H 3.03255 1.89367 -0.17516
H 1.01417 2.22544 -1.63822
H -1.45195 1.58016 -1.81576
C -0.23487 -4.04376 -1.09762
C 1.27966 -3.70298 -1.18784
H -0.66720 -5.06391 -1.16223
H -0.68604 -3.55228 -0.21472
H -0.74163 -3.53580 -1.92138
H 1.49847 -2.63121 -1.06027
H 1.68272 -3.92994 -2.19172
H 1.90071 -4.23970 -0.52610
*
```

Calculated values
Energy: -426.51001 Ha
ΔE to the lowest compared entry with this formula, charge and spin: 39.4 kcal per mole
Gap between HOMO and LUMO: 9.20 eV

Here are the Mulliken charges for atoms 1 to 5, given in e: C -1.2948; C 0.8935; C -0.4912; C -0.5190; C 0.6892

Record 3
This record from OMol25 describes a cluster of 2 separate species, C9H14O in total in a non-equilibrium geometry. The level of theory is ωB97M-V/def2-TZVPD.

```
! RIJCOSX wB97M-V def2-TZVPD def2/J DEFGRID3
* xyz 0 1
C -1.79174 -2.47700 -1.75240
C -1.48183 -1.05582 -1.36338
C -1.88443 -0.54832 -0.12257
C -1.74682 0.79493 0.17661
C -1.21204 1.64660 -0.78449
O -1.25819 2.97624 -0.48624
C -0.55197 1.12077 -1.87569
C -0.75526 -0.22291 -2.19935
H -2.57047 -2.53358 -2.50522
H -2.20871 -3.00387 -0.88361
H -0.88754 -3.01366 -2.02915
H -2.39620 -1.23323 0.54063
H -1.89118 1.11137 1.19886
H -0.73013 3.48399 -1.10869
H -0.04656 1.75906 -2.58774
H -0.18160 -0.67595 -3.00069
C 3.16545 0.84002 2.38900
C 2.27888 -0.38819 2.39355
H 3.89399 0.77847 1.57304
H 2.55490 1.68590 2.06435
H 3.67441 1.12325 3.30618
H 1.44114 -0.33240 3.08392
H 1.81085 -0.49186 1.40737
H 2.77504 -1.34381 2.56570
*
```

Calculated values
Energy: -426.55527 Ha
ΔE to the lowest compared entry with this formula, charge and spin: 11.0 kcal per mole
Gap between HOMO and LUMO: 9.17 eV

Here are the Mulliken charges for atoms 1 to 5, given in e: C -1.3362; C 0.6856; C -0.4885; C -0.4950; C 0.6936

Record 4
This record from OMol25 describes a cluster of 2 separate species, C9H14O in total in a non-equilibrium geometry. The level of theory is ωB97M-V/def2-TZVPD.

```
! RIJCOSX wB97M-V def2-TZVPD def2/J DEFGRID3
* xyz 0 1
C 1.48569 -2.07741 -0.69566
C 0.92380 -1.38726 0.49364
C 0.94834 0.03921 0.62400
C 0.17107 0.70805 1.66420
C -0.50522 -0.10873 2.53369
O -1.30225 0.53058 3.43848
C -0.60001 -1.52385 2.44021
C 0.18273 -2.09424 1.42669
H 1.06758 -3.03516 -0.68927
H 2.60096 -1.88020 -0.93961
H 1.06205 -1.36409 -1.49777
H 1.66407 0.70609 0.16350
H 0.29514 1.67650 1.76048
H -1.50791 -0.08121 4.15453
H -0.72353 -2.15658 3.27050
H 0.13621 -3.20722 1.36445
C -1.48238 1.65102 -2.27478
C 0.05940 2.15411 -2.58404
H -1.81525 1.80050 -1.30585
H -2.20155 2.21496 -2.87061
H -1.67075 0.62628 -2.48292
H 0.00137 2.73392 -3.46853
H 0.78466 1.33960 -2.70027
H 0.42577 2.73513 -1.82504
*
```

Calculated values
Energy: -426.49490 Ha
ΔE to the lowest compared entry with this formula, charge and spin: 48.9 kcal per mole
Gap between HOMO and LUMO: 9.18 eV

Here are the Mulliken charges for atoms 1 to 5, given in e: C -1.0900; C 0.4322; C -0.1861; C -1.0295; C 0.7147